Entry 1:
Below is a molecular structure, C24H22BrMnN6O2S, with properties calculated with ωB97M-V with the def2-TZVPD basis set.

Properties
Kohn-Sham gap (spin up / spin down) = 6.2 / 6.5 eV
ΔE to the lowest compared entry with this formula, charge and spin = 2.77 kcal/mol
total charge = +2
spin multiplicity = 5

Last column: Mulliken spin population.
Positions of all 57 atoms, in Å:
Mn -0.061 0.227 0.465  3.926
N -1.915 2.304 -2.627  0.021
C -3.321 2.419 -2.384  -0.007
C -4.026 3.488 -2.902  0.004
C -5.382 3.601 -2.617  -0.003
C -6.005 2.678 -1.794  0.004
C -5.280 1.624 -1.249  -0.002
C -3.941 1.484 -1.570  0.006
S -3.015 0.077 -1.031  0.003
N -1.454 0.799 -0.904  -0.006
C -1.091 1.721 -1.749  0.014
C 0.343 2.123 -1.693  0.021
C 0.965 3.018 -2.538  0.001
C 2.319 3.272 -2.361  0.008
C 3.009 2.631 -1.347  0.002
C 2.322 1.749 -0.532  0.012
N 1.022 1.506 -0.709  -0.099
H -1.531 3.000 -3.248  -0.004
H -3.534 4.222 -3.528  0.000
H -5.946 4.422 -3.037  0.000
H -7.058 2.775 -1.572  0.000
H -5.758 0.900 -0.602  0.000
H 0.427 3.517 -3.332  0.001
H 2.828 3.968 -3.015  0.000
H 4.062 2.805 -1.180  0.000
H 2.810 1.224 0.278  0.004
Br 0.590 3.705 1.724  0.003
C -0.368 2.482 2.784  0.003
C -0.806 2.897 4.033  0.000
C -1.540 2.014 4.803  0.005
C -1.828 0.754 4.299  0.003
C -1.349 0.429 3.051  -0.002
N -0.610 1.268 2.295  0.019
C -1.656 -0.897 2.425  0.008
O -2.301 -1.749 2.948  0.014
O -1.126 -1.026 1.195  -0.039
H -0.574 3.894 4.378  0.000
H -1.890 2.312 5.782  0.000
H -2.414 0.024 4.839  -0.001
N 1.435 -1.099 0.288  0.033
C 1.827 -2.178 0.076  0.031
N 2.251 -3.364 -0.145  0.016
C 3.337 -3.642 -1.121  -0.001
C 4.481 -4.354 -0.417  0.001
C 3.983 -5.592 0.325  0.000
C 2.886 -5.229 1.323  0.001
C 1.732 -4.523 0.632  -0.001
H 3.645 -2.697 -1.565  0.000
H 2.905 -4.270 -1.903  0.000
H 4.959 -3.663 0.283  0.000
H 5.226 -4.624 -1.166  0.000
H 4.812 -6.072 0.843  0.000
H 3.597 -6.319 -0.395  0.000
H 3.290 -4.580 2.105  0.000
H 2.495 -6.121 1.812  0.000
H 0.984 -4.155 1.332  0.001
H 1.239 -5.182 -0.086  0.001

***

Entry 2:
Below is a molecular structure, C24H22Cl2N5O4S3Tl, with properties calculated with ωB97M-V with the def2-TZVPD basis set.

Properties
Kohn-Sham gap = 5.7 eV
ΔE to the lowest compared entry with this formula, charge and spin = 17.45 kcal/mol
total charge = -2

Last column: natural (NBO) charge in e.
Positions of all 61 atoms, in Å:
Tl 0.300 1.064 -0.613  0.793
Cl -5.453 4.007 -3.784  -0.051
C -3.772 3.705 -3.409  -0.068
C -3.401 2.435 -2.996  -0.290
C -2.075 2.129 -2.684  0.229
N -1.650 0.882 -2.227  -0.743
C -2.333 -0.222 -2.492  0.587
O -3.398 -0.382 -3.120  -0.723
C -1.698 -1.496 -1.944  0.159
C -2.500 -2.631 -1.818  -0.231
C -1.943 -3.799 -1.334  -0.189
C -0.596 -3.811 -0.993  -0.279
C 0.123 -2.640 -1.153  0.039
N -0.406 -1.511 -1.619  -0.439
C -1.091 3.155 -2.804  0.125
C -1.493 4.421 -3.232  -0.257
C -2.818 4.696 -3.528  -0.084
Cl -3.241 6.307 -4.064  -0.050
N 0.219 2.833 -2.449  -0.717
C 1.252 3.518 -2.914  0.590
O 1.291 4.501 -3.680  -0.723
C 2.610 2.995 -2.456  0.160
C 3.714 3.839 -2.578  -0.226
C 4.955 3.388 -2.173  -0.186
C 5.069 2.100 -1.664  -0.278
C 3.922 1.332 -1.582  0.037
N 2.723 1.760 -1.970  -0.436
H -4.144 1.658 -2.929  0.258
H -3.536 -2.553 -2.115  0.241
H -2.548 -4.690 -1.213  0.199
H -0.118 -4.694 -0.590  0.211
H 1.173 -2.596 -0.880  0.194
H -0.750 5.193 -3.347  0.257
H 3.554 4.824 -2.991  0.241
H 5.825 4.030 -2.245  0.198
H 6.019 1.703 -1.329  0.203
H 3.956 0.325 -1.177  0.188
C 0.844 -3.839 4.637  -0.541
C 1.985 -3.370 3.735  -0.551
S 1.576 -2.383 2.280  0.185
C 1.062 -0.800 3.008  -0.552
C -0.326 -0.717 3.613  -0.581
S -1.721 -0.998 2.506  0.233
C -1.770 -2.803 2.301  -0.579
C -1.816 -3.625 3.594  -0.532
S -0.462 -4.818 3.847  0.154
H 0.375 -3.000 5.145  0.221
H 1.264 -4.486 5.412  0.211
H 2.510 -4.243 3.340  0.213
H 2.699 -2.806 4.344  0.211
H 1.114 -0.076 2.194  0.268
H 1.803 -0.494 3.749  0.234
H -0.432 0.330 3.907  0.307
H -0.440 -1.330 4.507  0.177
H -0.939 -3.124 1.682  0.243
H -2.687 -2.959 1.730  0.221
H -2.709 -4.252 3.607  0.219
H -1.873 -2.988 4.477  0.220
O 1.218 2.071 4.426  -0.607
N 0.906 2.734 3.409  0.255
O 0.077 2.199 2.647  -0.570

***

Entry 3:
Below is a molecular structure, C24H22CoN5O4, with properties calculated with ωB97M-V with the def2-TZVPD basis set.

Properties
Kohn-Sham gap (spin up / spin down) = 6.8 / 6.8 eV
ΔE to the lowest compared entry with this formula, charge and spin = 0.00 kcal/mol
total charge = -1
spin multiplicity = 2

Last column: Mulliken spin population.
Positions of all 56 atoms, in Å:
Co 0.883 -0.127 0.515  1.021
C 2.875 -2.826 3.036  -0.002
C 2.546 -2.026 1.791  -0.005
O 1.617 -1.165 1.936  -0.012
C 3.260 -2.283 0.632  0.004
C 3.103 -1.580 -0.603  -0.002
C 3.927 -2.010 -1.787  -0.001
N 2.262 -0.605 -0.719  -0.016
N 2.127 -0.009 -1.982  0.017
C 1.084 0.769 -1.964  -0.001
O 0.303 0.971 -0.959  0.000
C 0.770 1.511 -3.228  -0.006
C -0.258 2.446 -3.231  0.000
C -0.570 3.145 -4.391  0.000
C 0.143 2.913 -5.558  0.000
C 1.172 1.977 -5.559  0.000
C 1.483 1.281 -4.401  0.000
H 2.210 -2.519 3.840  0.000
H 3.910 -2.662 3.343  0.000
H 2.748 -3.895 2.855  0.000
H 4.015 -3.058 0.667  0.000
H 4.624 -2.796 -1.499  0.000
H 4.473 -1.165 -2.206  0.000
H 3.272 -2.377 -2.578  0.000
H -0.801 2.610 -2.309  0.000
H -1.371 3.874 -4.381  0.000
H -0.100 3.457 -6.463  0.000
H 1.733 1.790 -6.467  0.000
H 2.281 0.551 -4.381  0.000
O -2.719 -0.343 1.854  -0.001
C -1.868 0.494 2.118  -0.002
N -0.592 0.594 1.665  -0.012
C 0.015 1.696 2.206  -0.019
O 1.163 2.017 1.966  0.012
C -0.955 2.400 3.134  0.001
C -0.845 3.522 3.922  0.000
C -1.961 3.881 4.683  0.000
C -3.128 3.126 4.638  0.000
C -3.219 1.990 3.830  0.000
C -2.112 1.653 3.087  -0.001
H 0.072 4.097 3.947  0.000
H -1.917 4.756 5.319  0.000
H -3.977 3.427 5.240  0.000
H -4.121 1.392 3.782  0.000
C -3.936 -2.381 -0.749  0.000
N -2.504 -2.507 -0.594  0.000
C -1.809 -3.606 -0.136  0.001
C -0.519 -3.193 0.018  0.004
N -0.421 -1.862 -0.301  0.020
C -1.618 -1.489 -0.664  -0.001
H -4.384 -3.371 -0.707  0.000
H -4.177 -1.930 -1.711  0.000
H -4.346 -1.766 0.053  0.000
H -2.292 -4.554 0.030  0.000
H 0.339 -3.751 0.358  0.001
H -1.891 -0.482 -0.936  0.000

***

Entry 4:
Below is a molecular structure, C24H22FeOS, with properties calculated with ωB97M-V with the def2-TZVPD basis set.

Properties
Kohn-Sham gap (spin up / spin down) = 5.8 / 6.8 eV
spin multiplicity = 5

Last column: Mulliken spin population.
Positions of all 49 atoms, in Å:
C -5.809 1.038 -2.688  0.002
O -4.922 -0.102 -2.591  0.042
C -3.580 0.104 -2.688  0.163
C -2.763 -1.060 -2.727  -0.059
C -1.400 -0.949 -2.852  0.106
C -0.772 0.330 -2.910  -0.016
S 0.883 0.455 -3.004  0.679
C -1.597 1.492 -2.850  0.128
C -2.969 1.389 -2.735  -0.046
H -6.807 0.600 -2.704  0.000
H -5.691 1.688 -1.808  0.001
H -5.624 1.604 -3.614  0.000
H -3.257 -2.028 -2.659  -0.003
H -0.773 -1.835 -2.900  0.000
H -1.110 2.464 -2.884  -0.005
H -3.582 2.293 -2.667  -0.004
C 3.508 -3.233 0.877  -0.016
C 2.073 -2.993 0.878  0.094
C 1.682 -2.602 2.225  -0.007
C 2.878 -2.601 3.055  0.030
C 4.007 -2.989 2.222  -0.006
Fe 3.082 -1.411 1.488  1.905
C 4.124 0.194 2.004  0.112
C 4.481 -0.276 0.670  0.021
C 3.277 -0.335 -0.122  0.041
C 2.160 0.183 0.683  0.116
C 0.791 0.205 0.285  0.207
C -0.196 1.069 0.815  0.013
C -1.573 0.740 0.646  0.159
C -2.561 1.627 1.034  -0.104
C -2.223 2.850 1.633  0.190
C -0.874 3.174 1.842  -0.097
C 0.134 2.302 1.454  0.196
C 2.705 0.442 2.025  0.043
H 4.091 -3.610 0.038  -0.003
H 1.397 -3.168 0.040  0.006
H 0.664 -2.426 2.568  -0.002
H 2.907 -2.446 4.131  0.006
H 5.023 -3.163 2.566  0.003
H 4.812 0.395 2.823  0.008
H 5.484 -0.501 0.309  0.000
H 3.170 -0.586 -1.177  -0.006
H 0.493 -0.539 -0.460  0.086
H -1.824 -0.224 0.193  0.000
H -3.608 1.370 0.866  -0.004
H -3.004 3.550 1.934  0.014
H -0.603 4.122 2.307  -0.004
H 1.189 2.563 1.583  0.019
H 2.107 0.832 2.846  -0.008

***

no.,E_tot (Eh),maximum force (Eh/bohr)
1,-5529.56544,0.007
2,-3789.99349,0.002
3,-2885.44167,0.015
4,-2664.66207,0.058